Record 1
The following is a quantum chemistry calculation of a molecular structure, C18H21Cl2CoN3O3PS, from OMol25.

```
50
Properties=species:S:1:pos:R:3:mulliken_spin:R:1
Co -1.0043 1.2520 -0.1839 2.759
N 2.4700 4.0247 0.2979 0.030
C 1.2669 3.2382 0.4909 0.007
S 0.0695 3.3798 -0.8067 0.130
N 1.1151 2.6436 1.5857 0.074
N 0.3802 1.5729 1.6108 0.083
C 0.4225 0.9067 2.6100 -0.042
C -0.5821 -0.1231 3.0676 0.125
C -0.2286 -0.9619 4.1610 -0.120
C -1.1916 -1.8739 4.6408 0.230
C -2.3229 -2.2264 3.8527 -0.052
C -2.5113 -1.5079 2.6803 0.155
C -1.6352 -0.4335 2.2345 0.119
O -1.8967 0.0341 1.0954 0.332
H 2.7943 4.7136 -0.4401 0.000
H 3.0155 3.8204 1.1881 -0.001
H 1.1604 1.2438 3.4186 0.009
H 0.6626 -0.8618 4.6966 -0.001
H -0.8938 -2.2599 5.7073 -0.001
H -3.0273 -3.0861 4.0842 0.001
H -3.4586 -1.7761 2.0502 -0.008
Cl 2.2168 2.8915 -3.6498 0.001
C 0.9745 3.9402 -4.3513 0.001
Cl 1.7148 5.4982 -4.7648 0.000
H 0.2017 4.1020 -3.6355 -0.001
H 0.5460 3.4571 -5.2014 0.000
C 2.1573 -0.1192 -1.7306 0.000
P 0.3374 -0.4077 -1.3446 0.068
C -0.3292 -0.7444 -2.9836 0.006
C 0.2096 -1.9963 -0.3906 0.007
C -0.6176 -2.9773 -0.8110 0.001
C -0.7635 -4.1391 -0.0499 0.002
C 0.0621 -4.3794 1.0654 -0.003
C 0.9265 -3.3215 1.5023 0.003
C 0.9733 -2.1299 0.7628 0.000
H 2.6139 -0.8079 -2.4703 0.002
H 2.4979 -0.1583 -0.6641 -0.002
H 2.2700 0.9489 -2.0693 -0.001
H -0.1189 -1.7689 -3.3527 0.001
H 0.1283 -0.0246 -3.7605 0.000
H -1.3858 -0.4390 -2.9144 0.000
H -1.1868 -2.9144 -1.7543 0.001
H -1.3304 -4.9776 -0.4513 0.000
H -0.0082 -5.3057 1.5832 0.000
H 1.5862 -3.4653 2.4090 0.002
H 1.6084 -1.3833 0.9998 0.001
O -2.4664 1.4824 -1.4666 0.069
C -2.4566 2.2138 -2.5492 0.001
O -1.7494 2.1563 -3.4982 0.010
H -3.2163 3.0505 -2.5006 0.001
```

Summary:
spin multiplicity = 5
highest occupied orbital energy (spin up / spin down) = -7.997 / -8.017 eV
LUMO energy (spin up / spin down) = -0.125 / -3.167 eV
energy above the lowest of the compared OMol25 structures with the same formula, charge and spin = 41.1 kcal/mol
orbital gap (spin up / spin down) = 0.289 / 0.178 Ha
energy = -112412.8890 eV

---

Record 2
The following is a quantum chemistry calculation of a molecular structure, C16H33BrGaIO2P, from OMol25.

```
55
Properties=species:S:1:pos:R:3:nbo_charge:R:1
C 1.6784 -2.0640 1.8922 -0.633
C 2.1991 -0.5407 2.0347 -0.444
C 2.9918 -0.0441 0.7326 -0.820
I 3.8843 -1.6835 -0.4385 0.016
Ga 1.8338 1.0811 -0.5770 1.195
Br 1.5554 -0.1637 -2.6415 -0.523
C 0.0761 1.7732 0.2378 -0.955
C -1.1606 0.7187 0.1199 -0.428
C -1.5052 0.1179 1.5613 -0.413
C -3.0438 0.1897 1.9869 -0.401
C -4.0859 -0.2008 0.8459 -0.400
C -4.1792 -1.7987 0.5817 -0.409
C -3.0582 -2.1363 -0.5022 -0.435
C -3.1262 -3.6159 -1.1072 -0.083
O -1.8009 -4.1940 -0.9976 -0.529
C -0.9795 -3.8193 -2.0705 0.795
C 0.3483 -4.6865 -2.3098 -0.719
O -1.1626 -2.8584 -2.8255 -0.578
P 3.1431 3.0034 -1.0978 0.123
C 4.1422 3.4048 0.4940 -0.917
C 2.0253 4.5120 -1.3503 -0.691
C 2.8960 5.7946 -1.7484 -0.627
H 0.9232 -2.3044 2.7118 0.196
H 1.1857 -2.2653 0.8908 0.217
H 2.5494 -2.7908 2.0361 0.216
H 2.9696 -0.5820 2.8880 0.182
H 1.3813 0.1676 2.3807 0.216
H 3.8817 0.5901 1.0738 0.216
H 0.2038 2.1759 1.2949 0.201
H -0.2377 2.6770 -0.4010 0.210
H -0.7987 -0.1170 -0.5755 0.218
H -2.0228 1.2329 -0.4050 0.192
H -0.9060 0.6826 2.3466 0.204
H -1.1324 -0.9645 1.5934 0.200
H -3.1757 -0.5703 2.8391 0.193
H -3.3047 1.2161 2.3919 0.201
H -5.1307 0.0995 1.2228 0.192
H -3.9479 0.3370 -0.1399 0.212
H -5.2034 -1.9568 0.0844 0.191
H -4.1107 -2.3992 1.5418 0.201
H -2.0208 -1.9914 -0.0747 0.232
H -3.2215 -1.4032 -1.3687 0.218
H -3.5225 -3.6079 -2.1674 0.196
H -3.8633 -4.2094 -0.4640 0.183
H 0.0181 -5.5514 -2.9812 0.225
H 0.7876 -5.0421 -1.3218 0.231
H 1.1069 -4.0102 -2.8195 0.262
H 3.3789 3.4157 1.3562 0.195
H 4.9139 2.5957 0.7275 0.228
H 4.6086 4.4379 0.4666 0.214
H 1.1874 4.3039 -2.0920 0.229
H 1.5067 4.7141 -0.3430 0.196
H 3.7145 5.4891 -2.4822 0.215
H 3.4141 6.2562 -0.8366 0.197
H 2.1959 6.5852 -2.1951 0.195
```

Summary:
charge = -1
highest occupied orbital energy = -3.750 eV
LUMO energy = 2.639 eV
orbital gap = 0.235 Ha
energy = -161030.8825 eV

---

Record 3
The following is a quantum chemistry calculation of 4 unconnected molecules or ions with the total composition C3H10O3, from OMol25.

```
16
Properties=species:S:1:pos:R:3:mulliken_spin:R:1
C 4.8526 0.6525 1.2145 0.000
C 3.7065 -0.0270 1.3090 0.000
O -1.3487 -0.4696 -1.3276 0.166
C 2.7025 0.0047 0.1462 0.000
H 3.0697 -0.2121 2.2939 0.000
H 5.3457 1.3534 1.7820 0.000
H -1.4744 0.4910 -1.2943 -0.007
H 2.8751 -0.9957 -0.4106 0.000
H 2.8086 0.9706 -0.5495 0.000
H 1.6678 0.0794 0.6372 0.000
H -2.3505 -0.9053 -1.2786 -0.035
H -4.1993 0.0582 -0.4469 -0.024
O -4.6015 0.8617 0.1600 0.154
H -5.2717 1.3770 -0.1342 -0.007
H -4.0700 -2.0426 -1.0304 -0.014
O -3.7125 -1.1960 -1.0709 0.766
```

Summary:
charge = +1
spin multiplicity = 2
highest occupied orbital energy (spin up / spin down) = -13.483 / -13.174 eV
LUMO energy (spin up / spin down) = -8.541 / -8.541 eV
energy above the lowest of the compared OMol25 structures with the same formula, charge and spin = 179.4 kcal/mol
orbital gap (spin up / spin down) = 0.182 / 0.170 Ha
energy = -9398.9033 eV

---

Record 4
The following is a quantum chemistry calculation of 2 unconnected molecules or ions with the total composition CH6N6, from OMol25.

```
13
Properties=species:S:1:pos:R:3:nbo_charge:R:1
C -0.7804 -0.3392 0.3736 0.163
N -1.7070 0.5348 0.6629 -0.038
N -2.4662 1.4070 0.7287 0.176
N -2.3963 2.3927 2.4366 0.299
N 0.8617 1.0196 -0.5639 -0.606
N 0.4708 -0.0791 -0.0209 -0.040
N 1.1948 -1.3801 -0.4666 -0.542
H -1.4394 -1.2986 0.4543 0.330
H 1.8937 1.1881 -0.4519 0.436
H 0.3481 1.5355 -1.3818 0.447
H 0.7060 -2.1935 -0.0035 0.472
H 2.1262 -1.3664 -0.2700 0.446
H 1.1879 -1.4208 -1.4976 0.458
```

Summary:
charge = +2
highest occupied orbital energy (spin up / spin down) = -18.187 / -18.178 eV
LUMO energy (spin up / spin down) = -10.607 / -10.552 eV
energy above the lowest of the compared OMol25 structures with the same formula, charge and spin = 150.8 kcal/mol
orbital gap (spin up / spin down) = 0.279 / 0.280 Ha
energy = -10044.3401 eV

---

Record 5
The following is a quantum chemistry calculation of 4 unconnected molecules or ions with the total composition CH9O4, from OMol25.

```
14
Properties=species:S:1:pos:R:3:nbo_charge:R:1
C 0.7487 -0.5707 2.1957 -0.248
O 1.3286 0.5885 1.6174 -0.799
H 0.5075 -1.2545 1.3762 0.185
H -0.1638 -0.3135 2.7355 0.144
H 1.4424 -1.1079 2.8596 0.138
H -0.3527 1.3039 -1.9019 0.520
H -0.4906 2.7526 -1.8024 0.445
O -0.7909 2.0522 -2.3949 -1.006
H -2.0344 -1.2437 -1.7651 0.447
H -0.8753 -0.9614 -0.7440 0.515
O -1.7205 -1.5087 -0.8967 -1.035
H 0.9672 0.6039 0.6874 0.520
H 1.0964 -0.4201 -1.1419 0.432
O 0.3374 0.0794 -0.8250 -1.257
```

Summary:
charge = -1
highest occupied orbital energy = -4.937 eV
LUMO energy = 4.229 eV
energy above the lowest of the compared OMol25 structures with the same formula, charge and spin = 0.0 kcal/mol
orbital gap = 0.337 Ha
energy = -9374.1848 eV

---

Record 6
The following is a quantum chemistry calculation of C7H17NO in the gas phase, from OMol25.

```
26
Properties=species:S:1:pos:R:3:nbo_charge:R:1
C -0.6425 -0.4414 0.4132 0.276
C -0.5546 0.7745 -0.5306 -0.410
C 1.9012 1.4064 -1.0757 -0.216
C 0.5908 0.7489 -1.5480 -0.424
C -1.0001 -2.8200 0.1151 -0.247
C 0.6374 -0.6321 1.2360 -0.654
C -1.8274 -0.2159 1.3672 -0.639
N 1.7999 2.7973 -0.6734 -0.828
O -0.8815 -1.5450 -0.4608 -0.554
H 1.2018 2.8903 0.1391 0.346
H 1.3906 3.3481 -1.4232 0.348
H -1.4976 0.8015 -1.0799 0.217
H -0.5012 1.6813 0.0759 0.191
H 2.6190 1.3643 -1.8993 0.189
H 2.3290 0.8619 -0.2318 0.184
H 0.7860 -0.2844 -1.8340 0.220
H 0.2619 1.2809 -2.4453 0.198
H -1.8422 -2.8855 0.8125 0.164
H -1.1830 -3.4981 -0.7180 0.195
H -0.0842 -3.1312 0.6287 0.164
H 0.9378 0.3144 1.6768 0.215
H -1.9082 -1.0232 2.0916 0.206
H 0.4730 -1.3426 2.0440 0.210
H 1.4395 -1.0050 0.6047 0.218
H -1.6903 0.7140 1.9128 0.213
H -2.7552 -0.1595 0.8023 0.217
```

Summary:
highest occupied orbital energy = -9.167 eV
LUMO energy = 0.886 eV
energy above the lowest of the compared OMol25 structures with the same formula, charge and spin = 25.2 kcal/mol
orbital gap = 0.369 Ha
energy = -11072.0449 eV

---

> Which of these has the highest energy?

CH9O4

---

> Which of these has the lowest energy?

C16H33BrGaIO2P

---

> Look up the energy of the second one.

-161030.8825 eV